{
  "formula": "C40H34BF7FeN18",
  "method": "the ωB97M-V functional and the def2-TZVPD basis",
  "multiplicity": 1,
  "e_above_lowest_kj_mol": 583.02,
  "charge": 2,
  "largest_force_ev_per_a": 4.00,
  "e_tot_ha": -4517.15158,
  "lumo_ha": [-0.354, -0.350],
  "species": ["Fe", "C", "C", "C", "C", "N", "N", "B", "N", "C", "C", "C", "C", "N", "N", "C", "C", "C", "C", "N", "N", "C", "C", "C", "C", "N", "H", "H", "H", "H", "H", "H", "H", "H", "H", "H", "H", "H", "H", "H", "H", "H", "H", "H", "H", "H", "F", "C", "C", "F", "C", "C", "C", "F", "C", "C", "C", "N", "C", "N", "F", "C", "C", "N", "C", "N", "F", "C", "F", "F", "N", "C", "C", "C", "C", "N", "C", "C", "H", "H", "H", "H", "C", "C", "C", "C", "N", "C", "N", "N", "N", "H", "H", "H", "H", "H", "H", "H", "H", "H", "H"],
  "xyz": [[-0.2861, 0.0545, 0.3646], [-0.4588, -3.6734, 1.2266], [0.5184, -3.1399, 0.2406], [1.1313, -3.8662, -0.7891], [1.9263, -2.9594, -1.4528], [1.8088, -1.7757, -0.8315], [0.9576, -1.8723, 0.2006], [2.4071, -0.4295, -1.2299], [2.6965, 0.3485, 0.0631], [3.8423, 0.9301, 0.4407], [3.6728, 1.4187, 1.7154], [2.3602, 1.0915, 2.0723], [1.7820, 1.3865, 3.4175], [1.7765, 0.4465, 1.0449], [1.3592, 0.3782, -2.0076], [1.3825, 0.7672, -3.2871], [0.3520, 1.6557, -3.4883], [-0.2929, 1.7673, -2.2555], [-1.4102, 2.7308, -2.0188], [0.3171, 0.9672, -1.3609], [3.7176, -0.6577, -1.9590], [4.7078, -1.4684, -1.4783], [5.7777, -1.3528, -2.3182], [5.3678, -0.4353, -3.3202], [6.1305, 0.0483, -4.4951], [4.1279, -0.0297, -3.0701], [-0.9823, -4.5182, 0.7869], [-1.1865, -2.9187, 1.5156], [0.0507, -4.0333, 2.1225], [0.9878, -4.9070, -1.0181], [2.5531, -3.0824, -2.3187], [4.7019, 0.9674, -0.2058], [4.3952, 1.9348, 2.3222], [2.1186, 2.3682, 3.7509], [2.1677, 0.6641, 4.1388], [0.7004, 1.3608, 3.4470], [2.1507, 0.4236, -3.9544], [0.0954, 2.1693, -4.3975], [-1.0843, 3.7298, -2.3111], [-1.7670, 2.7661, -0.9963], [-2.2489, 2.4701, -2.6625], [4.5746, -2.0486, -0.5807], [6.7315, -1.8445, -2.2478], [7.1763, -0.2382, -4.4258], [6.0466, 1.1308, -4.5893], [5.7184, -0.3688, -5.4165], [-6.9816, -1.8555, -1.2293], [-6.0391, -2.6759, -1.6379], [-6.1734, -3.3100, -2.8466], [-7.2430, -3.0811, -3.5607], [-5.1615, -4.1874, -3.3445], [-4.0032, -4.3525, -2.5257], [-3.8759, -3.6924, -1.3335], [-2.7876, -3.8661, -0.6094], [-4.8874, -2.8491, -0.8532], [-4.7185, -2.0831, 0.3856], [-3.5903, -1.4125, 0.5770], [-2.5801, -0.7806, 0.7134], [-5.7902, -2.0027, 1.3245], [-6.6492, -1.9852, 2.0854], [-3.0305, -5.1369, -2.9121], [-5.2939, -4.8396, -4.5741], [-6.4172, -4.6800, -5.4179], [-7.3024, -4.5778, -6.1466], [-4.3084, -5.7115, -5.0929], [-3.5248, -6.4187, -5.5518], [-2.6592, 0.4678, -1.1765], [-2.2044, 0.4261, 0.0772], [-0.9036, -1.1217, -0.9514], [-2.7758, 1.4743, 0.6890], [-0.5792, -1.8798, 7.5999], [-0.5948, -1.6163, 6.4834], [-0.5859, -1.2770, 5.0947], [0.4292, -1.7376, 4.2633], [0.4320, -1.3541, 2.9372], [-0.5139, -0.5814, 2.3833], [-1.4955, -0.1565, 3.1937], [-1.5674, -0.4648, 4.5379], [1.2108, -2.3792, 4.6437], [1.2281, -1.6811, 2.2933], [-2.2576, 0.4773, 2.7757], [-2.3754, -0.0746, 5.1394], [0.9210, 6.0103, 3.4071], [1.3579, 5.9980, 1.9440], [2.6278, 5.1740, 1.7384], [0.2275, 5.5029, 1.0164], [-0.0924, 4.0987, 1.2212], [0.2915, 3.0459, 0.5083], [-0.2173, 1.9661, 1.0786], [-0.9070, 2.3972, 2.1507], [-0.8364, 3.6579, 2.2439], [1.7227, 6.4019, 4.0310], [0.6715, 5.0111, 3.7623], [0.0458, 6.6451, 3.5454], [1.5579, 7.0264, 1.6341], [2.4713, 4.1239, 1.9967], [3.4213, 5.5582, 2.3769], [2.9720, 5.2295, 0.7040], [0.5176, 5.6217, -0.0269], [-0.6820, 6.0715, 1.2075], [0.9280, 3.0809, -0.3564]],
  "forces_ev_per_a": [[3.736, 1.308, -0.562], [-0.059, 0.093, -0.029], [-0.400, -1.097, -0.701], [-0.542, -0.018, 0.739], [-0.119, 0.450, 0.022], [-0.182, -0.161, -0.255], [0.404, 0.490, 0.106], [0.485, 0.650, -0.358], [0.023, -0.052, 0.109], [0.073, 0.127, 0.107], [-0.113, -0.060, -0.081], [0.183, 0.068, -0.071], [-0.019, -0.066, -0.023], [-0.088, 0.029, 0.191], [0.056, -0.107, -0.391], [-0.198, 0.098, -0.164], [-0.040, -0.091, 0.120], [0.206, -0.062, -0.215], [-0.076, -0.104, 0.030], [-0.005, 0.056, 0.129], [-0.252, -0.666, 0.579], [-0.064, 0.070, -0.115], [0.098, 0.094, -0.236], [-0.465, -0.208, 0.758], [-0.147, 0.138, -0.376], [0.329, 0.460, -0.694], [0.047, -0.041, 0.051], [-0.013, -0.053, 0.016], [-0.015, 0.033, 0.016], [0.085, -0.060, 0.071], [0.189, 0.057, 0.057], [-0.010, -0.107, -0.092], [0.035, 0.000, 0.035], [-0.029, 0.025, -0.019], [-0.033, 0.003, 0.031], [-0.010, 0.005, 0.080], [0.084, 0.007, 0.056], [0.025, 0.046, -0.021], [0.027, 0.021, 0.027], [-0.034, 0.034, -0.005], [-0.056, 0.056, 0.050], [0.019, -0.017, 0.056], [0.023, -0.059, 0.051], [0.032, 0.055, -0.007], [0.123, 0.001, 0.068], [0.085, -0.073, 0.028], [-0.042, 0.032, -0.008], [-0.310, -0.330, -0.259], [-0.370, 0.436, 0.510], [0.015, -0.014, -0.019], [-0.120, -0.576, -1.085], [0.493, 0.175, 0.600], [0.057, -0.169, -0.514], [0.118, 0.000, 0.025], [0.232, 0.529, 0.440], [-0.850, -1.058, -0.565], [1.574, 1.097, 0.167], [-3.298, -2.046, 0.372], [-0.047, 0.309, -0.084], [-0.054, -0.010, 0.080], [-0.009, -0.081, -0.041], [0.081, 0.552, 1.004], [-0.360, 0.062, -0.243], [0.057, -0.032, 0.013], [0.362, -0.284, -0.137], [-0.084, 0.038, -0.003], [-0.196, -0.117, -0.097], [0.894, 0.516, -0.227], [-0.505, -0.423, 0.130], [-0.229, -0.165, 0.372], [-0.018, -0.023, 0.028], [-0.029, -0.038, 0.222], [0.080, 0.087, -0.392], [-0.115, 0.076, 0.033], [0.052, -0.018, 0.230], [-0.208, -0.192, 0.154], [-0.087, -0.092, 0.106], [0.034, -0.040, 0.059], [0.037, 0.019, -0.002], [0.050, 0.065, 0.005], [0.001, 0.021, -0.064], [-0.014, 0.012, -0.004], [0.028, 0.119, -0.136], [-0.086, -0.376, -0.006], [-0.106, 0.200, -0.040], [0.294, 0.703, 0.378], [0.184, -0.661, -0.294], [0.165, -0.026, 0.182], [-0.789, 0.440, -0.239], [-0.084, -0.124, 0.028], [-0.139, 0.371, 0.235], [0.009, 0.004, 0.021], [0.020, -0.042, 0.045], [-0.030, -0.014, 0.055], [-0.051, -0.003, -0.056], [0.023, -0.028, 0.033], [0.058, -0.038, -0.005], [0.050, -0.051, -0.019], [-0.087, -0.088, -0.022], [-0.042, -0.075, -0.099], [-0.009, 0.000, -0.028]]
}

=====

{
  "formula": "C5H8O2",
  "method": "the ωB97M-V functional and the def2-TZVPD basis",
  "multiplicity": 1,
  "e_above_lowest_kj_mol": 469.05,
  "charge": 0,
  "largest_force_ev_per_a": 4.45,
  "e_tot_ha": -345.62631,
  "lumo_ha": 0.017,
  "species": ["C", "C", "C", "C", "C", "O", "O", "H", "H", "H", "H", "H", "H", "H", "H"],
  "xyz": [[1.9545, 0.1097, -1.0278], [-0.6449, -0.4558, 0.0533], [-1.9137, -0.1918, 0.4927], [0.4124, -0.1560, 1.0221], [1.0758, 0.6025, 0.0832], [-0.4800, -1.4669, -0.8831], [-2.3514, 0.9645, 1.0432], [-1.2711, -1.5379, -1.4310], [-2.0635, 1.1342, 1.9466], [-2.7213, -0.8878, 0.2902], [0.1349, 0.2868, 1.9730], [1.3075, 1.6248, 0.3778], [1.6442, -0.8678, -1.3816], [1.9275, 0.8027, -1.8714], [2.9890, 0.0387, -0.6872]],
  "forces_ev_per_a": [[-1.288, -0.030, -0.945], [-2.752, -3.304, 1.162], [0.278, -0.292, -1.558], [0.998, 1.199, -2.246], [2.361, 0.883, 2.486], [0.400, -0.055, 0.559], [-0.230, 1.256, 0.855], [-0.081, 0.299, 0.130], [0.086, -0.266, -0.021], [0.041, -0.020, -0.498], [-0.105, -0.057, -0.129], [0.252, 0.339, -0.133], [0.075, -0.128, 0.021], [0.125, 0.013, -0.007], [-0.160, 0.164, 0.325]]
}